Entry 1:
C44H49FN6O4PdSeTe | the ωB97M-V functional and the def2-TZVPD basis

Each line ends with the Mulliken spin population.
CARTESIAN COORDINATES (ANGSTROEM)
Pd 0.092 0.755 -0.709  0.040
C 6.245 -2.171 3.048  0.000
C 5.864 -0.704 2.906  0.000
N 4.873 -0.482 1.852  0.000
C 3.564 -0.426 2.190  0.000
C 2.527 -0.256 1.328  -0.007
C 1.144 -0.254 1.963  0.003
O 1.078 -0.627 3.134  0.002
O 0.149 0.132 1.273  0.005
C 2.814 -0.156 -0.067  0.009
O 1.996 -0.081 -0.984  0.000
C 4.226 -0.198 -0.433  -0.003
C 4.565 -0.055 -1.779  0.000
C 5.875 -0.104 -2.158  0.000
F 6.188 0.099 -3.449  0.000
C 6.900 -0.344 -1.236  0.001
C 6.563 -0.481 0.099  -0.002
C 5.232 -0.378 0.523  0.001
N 8.273 -0.467 -1.602  0.000
C 9.193 0.560 -1.132  0.000
C 10.538 -0.124 -0.802  0.000
N 10.544 -1.449 -1.508  0.000
C 10.128 -1.276 -2.938  0.000
C 8.629 -0.906 -2.946  0.000
H 7.005 -2.291 3.821  0.000
H 6.633 -2.577 2.113  0.000
H 5.375 -2.763 3.332  0.000
H 6.733 -0.076 2.702  0.000
H 5.428 -0.334 3.831  0.000
H 3.328 -0.544 3.242  0.000
H 3.779 0.112 -2.505  0.000
H 7.349 -0.707 0.807  0.000
H 8.794 1.038 -0.242  0.000
H 9.338 1.341 -1.888  0.000
H 10.661 -0.324 0.261  0.000
H 11.394 0.443 -1.161  0.000
H 9.822 -2.018 -1.059  0.000
H 11.443 -1.917 -1.420  0.000
H 10.334 -2.196 -3.478  0.000
H 10.752 -0.482 -3.346  0.000
H 8.023 -1.773 -3.205  0.000
H 8.469 -0.142 -3.709  0.000
C -0.552 -3.252 1.836  0.000
N -1.736 -2.474 1.539  0.001
C -2.687 -2.118 2.469  0.003
C -3.613 -1.375 1.830  -0.003
N -3.212 -1.273 0.515  -0.002
C -3.931 -0.582 -0.538  -0.003
C -2.059 -1.962 0.326  -0.002
Se -1.120 -2.072 -1.252  0.002
H -0.843 -4.215 2.255  0.000
H 0.076 -2.709 2.537  0.000
H -0.019 -3.408 0.900  0.000
H -2.610 -2.413 3.501  0.000
H -4.510 -0.903 2.191  0.000
H -4.784 -0.075 -0.092  0.000
H -4.274 -1.299 -1.284  0.000
H -3.272 0.137 -1.013  0.000
C -3.219 7.147 5.695  -0.001
C -2.871 6.123 4.651  0.012
C -2.879 6.441 3.300  0.000
C -2.553 5.505 2.324  -0.081
C -2.591 5.946 0.885  0.035
C -2.189 4.209 2.716  -0.047
Te -1.680 2.692 1.270  0.721
N -1.666 1.725 -0.911  0.227
C -1.301 2.108 -2.111  0.033
O -0.172 1.637 -2.523  0.035
C -2.094 3.015 -2.972  -0.002
C -1.577 3.437 -4.192  0.004
C -2.306 4.312 -4.983  -0.002
C -3.547 4.766 -4.557  0.004
C -4.065 4.342 -3.339  0.000
C -3.341 3.466 -2.548  0.016
C 0.073 3.730 0.685  0.081
C 0.123 4.375 -0.543  -0.020
C 1.277 5.026 -0.950  0.000
C 2.387 5.027 -0.121  0.001
C 2.330 4.389 1.109  0.001
C 1.178 3.736 1.542  -0.087
C 1.147 3.107 2.907  0.037
C -2.209 3.856 4.074  -0.002
C -1.886 2.477 4.596  0.021
C -2.540 4.825 5.015  0.000
H -3.562 8.075 5.240  0.000
H -2.352 7.378 6.318  0.001
H -4.006 6.780 6.355  0.001
H -3.157 7.445 2.992  0.000
H -3.375 6.690 0.737  0.003
H -2.789 5.119 0.202  0.005
H -1.641 6.395 0.588  0.000
H -0.609 3.071 -4.505  0.002
H -1.908 4.641 -5.935  0.000
H -4.114 5.449 -5.176  0.000
H -5.037 4.691 -3.012  0.000
H -3.734 3.115 -1.601  -0.023
H -0.735 4.365 -1.199  0.001
H 1.303 5.521 -1.912  0.000
H 3.297 5.527 -0.429  0.000
H 3.197 4.400 1.761  0.000
H 2.159 2.974 3.291  0.002
H 0.655 2.136 2.903  -0.019
H 0.603 3.749 3.606  -0.001
H -1.637 1.750 3.824  -0.006
H -2.734 2.081 5.158  -0.001
H -1.037 2.521 5.282  0.002
H -2.545 4.550 6.066  0.003

Frontier orbital gap (spin up / spin down): 4.45 / 4.43 eV
E_LUMO (spin up / spin down): -0.11993 / -0.11993 Ha
Energy relative to the best compared isomer or geometry (same formula, charge and spin): 0.4274 eV
HOMO level (spin up / spin down): -7.7 / -7.7 eV
Energy: -5232.50364 hartree
Net charge: +1
Spin multiplicity: 2



Entry 2:
C16H18N8O2Pd | the ωB97M-V functional and the def2-TZVPD basis

Each line ends with the Mulliken spin population.
CARTESIAN COORDINATES (ANGSTROEM)
Pd 0.600 -0.151 -0.183  1.391
C 0.616 -4.744 -3.365  0.001
N 0.101 -4.002 -2.198  0.008
C -1.261 -4.333 -1.758  0.004
C 0.665 -2.877 -1.736  0.011
N 0.068 -2.039 -0.936  0.141
N 1.966 -2.648 -2.148  0.011
C 2.799 -1.589 -1.857  0.009
N 4.052 -1.733 -2.316  0.007
N 2.394 -0.539 -1.214  0.140
H 0.160 -5.727 -3.364  0.000
H 1.690 -4.919 -3.318  0.000
H 0.372 -4.246 -4.304  0.001
H -1.438 -5.386 -1.951  0.000
H -2.016 -3.751 -2.293  0.000
H -1.366 -4.182 -0.685  -0.002
H -0.888 -2.279 -0.760  0.008
H 2.386 -3.394 -2.666  -0.001
H 4.355 -2.536 -2.838  -0.001
H 4.734 -1.010 -2.166  -0.001
H 3.116 0.152 -1.097  0.005
O -3.365 5.529 1.595  0.000
N -2.597 5.220 2.491  0.000
O -2.350 5.887 3.471  0.000
C -1.802 3.977 2.288  0.000
C -1.386 3.351 3.395  -0.001
C -0.662 2.118 3.302  -0.002
C -0.216 1.401 4.428  0.010
C 0.470 0.230 4.255  0.001
C 0.712 -0.224 2.958  0.028
N 0.299 0.438 1.888  0.092
C -0.384 1.596 2.050  0.003
C -0.817 2.289 0.870  0.000
N -0.488 1.727 -0.318  0.089
C -0.837 2.325 -1.444  0.028
C -1.536 3.530 -1.448  0.001
C -1.886 4.108 -0.258  0.011
C -1.532 3.481 0.960  0.001
H -1.606 3.781 4.363  0.000
H -0.419 1.784 5.423  0.000
H 0.827 -0.345 5.099  0.000
H 1.255 -1.139 2.785  0.003
H -0.552 1.841 -2.365  0.003
H -1.797 3.995 -2.388  0.000
H -2.435 5.035 -0.247  0.000

Frontier orbital gap (spin up / spin down): 8.83 / 7.39 eV
E_LUMO (spin up / spin down): -0.23006 / -0.28593 Ha
HOMO level (spin up / spin down): -15.1 / -15.2 eV
Energy: -1336.34443 hartree
Net charge: +2
Spin multiplicity: 3



Entry 3:
C7H30NO8 | the ωB97M-V functional and the def2-TZVPD basis

Each line ends with the Mulliken charge.
CARTESIAN COORDINATES (ANGSTROEM)
C 0.116 -1.433 -0.332  -1.812
C 0.131 0.046 0.037  0.795
C 1.194 0.416 1.038  0.586
C 2.304 -0.290 1.230  -1.178
C 0.946 1.700 1.801  -1.124
C 0.656 2.857 0.885  -0.214
C 1.495 3.865 0.689  -0.712
N -1.064 -1.729 -1.199  0.132
H 1.008 -1.679 -0.904  0.379
H 0.076 -2.064 0.553  0.543
H 0.279 0.636 -0.872  -0.254
H -0.845 0.341 0.429  0.670
H 2.526 -1.212 0.704  0.266
H 3.076 -0.009 1.937  0.339
H 0.110 1.556 2.496  0.276
H 1.809 1.919 2.433  0.465
H -0.321 2.839 0.411  0.364
H 1.248 4.694 0.037  0.299
H 2.454 3.921 1.191  0.278
H -0.928 -1.203 -2.099  0.402
H -1.134 -2.730 -1.368  0.408
H -1.935 -1.435 -0.728  0.277
H 1.082 2.535 -2.316  0.456
H 1.885 2.624 -1.009  0.232
O 1.953 2.333 -1.928  -0.792
H -2.397 -5.106 1.009  0.311
H -2.400 -3.612 1.428  0.389
O -2.211 -4.221 0.688  -0.619
H 0.570 -0.334 -3.306  0.417
H -0.594 0.690 -3.435  0.372
O -0.406 -0.263 -3.390  -0.823
H 0.793 -1.489 2.951  0.316
H 0.458 -2.051 4.344  0.278
O 0.107 -1.958 3.452  -0.658
H 2.255 0.620 -2.246  0.401
H 2.960 -0.455 -3.095  0.291
O 2.202 -0.329 -2.513  -0.634
H -0.444 2.955 -4.086  0.317
H -1.354 3.042 -2.865  0.275
O -0.572 2.586 -3.202  -0.684
H -3.052 -2.271 3.428  0.283
H -1.562 -2.093 2.952  0.406
O -2.488 -2.228 2.649  -0.721
H -3.996 -0.329 0.422  0.273
H -2.931 -1.101 1.253  0.363
O -3.060 -0.551 0.446  -0.633

Frontier orbital gap: 10.31 eV
E_LUMO: -0.08746 Ha
Energy relative to the best compared isomer or geometry (same formula, charge and spin): 0.0000 eV
HOMO level: -12.7 eV
Energy: -941.20725 hartree
Net charge: +1



Entry 4:
C29H32N6O4 | the ωB97M-V functional and the def2-TZVPD basis

Each line ends with the Mulliken charge.
CARTESIAN COORDINATES (ANGSTROEM)
C -5.312 -2.461 -1.371  -1.175
C -5.336 -1.927 0.057  -0.817
C -4.002 -2.050 0.824  1.387
C -3.400 -3.450 0.714  -1.875
C -4.257 -1.717 2.298  -2.034
N -3.062 -1.038 0.343  0.479
C -2.249 -1.073 -0.714  -0.895
O -2.102 -1.989 -1.501  -0.688
C -1.411 0.223 -0.880  0.576
C -2.235 1.489 -0.934  -0.220
C -1.674 2.718 -0.609  -0.548
C -2.425 3.875 -0.692  -0.718
C -3.747 3.827 -1.114  0.869
O -4.520 4.943 -1.206  -0.574
C -4.305 2.603 -1.467  -1.063
C -3.553 1.450 -1.377  -0.403
N -0.367 0.273 0.148  1.239
C -0.641 0.687 1.399  0.769
O -1.766 0.898 1.815  -0.719
C 0.560 0.921 2.334  -1.210
N 1.648 1.594 1.692  0.623
N 1.445 2.688 0.944  -0.398
N 2.527 3.079 0.415  -0.875
C 3.532 2.241 0.792  0.407
C 4.889 2.210 0.472  -0.600
C 5.637 1.199 1.023  -0.525
C 5.073 0.240 1.878  -0.679
C 3.737 0.248 2.204  -0.795
C 2.967 1.258 1.642  1.077
C 0.922 -0.165 -0.254  -1.061
C 1.634 0.531 -1.225  -0.135
C 2.911 0.138 -1.571  -0.825
C 3.486 -0.977 -0.965  0.784
N 4.789 -1.394 -1.234  -0.082
C 5.783 -0.718 -1.890  0.851
C 7.084 -1.494 -1.902  -1.467
O 5.650 0.367 -2.400  -0.602
C 2.739 -1.716 -0.049  -0.949
C 1.467 -1.315 0.304  -0.609
H -6.228 -2.178 -1.885  0.391
H -4.467 -2.064 -1.925  0.250
H -5.240 -3.545 -1.379  0.346
H -6.105 -2.458 0.621  0.458
H -5.609 -0.869 0.043  0.282
H -3.071 -3.644 -0.302  0.478
H -2.541 -3.536 1.376  0.384
H -4.139 -4.194 1.002  0.405
H -3.318 -1.689 2.847  0.379
H -4.900 -2.467 2.750  0.480
H -4.736 -0.745 2.392  0.439
H -3.021 -0.191 0.904  0.411
H -0.886 0.104 -1.836  1.049
H -0.648 2.790 -0.279  0.387
H -1.975 4.823 -0.427  0.301
H -4.009 5.715 -0.933  0.269
H -5.328 2.576 -1.808  0.445
H -3.995 0.509 -1.666  0.570
H 0.176 1.525 3.164  0.492
H 0.918 -0.032 2.730  0.260
H 5.316 2.945 -0.188  0.452
H 6.691 1.135 0.798  0.486
H 5.711 -0.528 2.292  0.421
H 3.310 -0.494 2.863  0.428
H 1.201 1.408 -1.682  0.450
H 3.475 0.703 -2.293  0.499
H 5.045 -2.273 -0.807  0.233
H 7.428 -1.668 -0.885  0.345
H 6.945 -2.453 -2.396  0.385
H 7.834 -0.921 -2.440  0.361
H 3.162 -2.607 0.394  0.309
H 0.891 -1.890 1.014  0.634

Frontier orbital gap: 8.64 eV
E_LUMO: 0.01262 Ha
SMILES: CCC(C)(C)NC(=O)[C@@H](c1ccc(O)cc1)N(C(=O)Cn1nnc2ccccc21)c1ccc(NC(C)=O)cc1
Energy relative to the best compared isomer or geometry (same formula, charge and spin): 0.2239 eV
HOMO level: -8.3 eV
Energy: -1753.84487 hartree



Entry 5:
C6H11ClN4OS | the ωB97M-V functional and the def2-TZVPD basis

Each line ends with the Mulliken charge.
CARTESIAN COORDINATES (ANGSTROEM)
N 2.059 0.437 -1.888  -0.465
N 2.341 1.050 -0.712  0.336
C 1.939 2.277 -0.282  0.145
N 1.727 2.349 0.986  -0.400
C 1.911 1.055 1.462  0.231
S 1.809 0.500 2.987  -0.344
O 2.220 0.224 0.419  -0.202
H 1.152 0.662 -2.275  0.219
H 2.824 0.497 -2.545  0.254
H 1.865 3.098 -0.988  0.419
C -0.859 0.669 0.264  -2.886
C -1.168 -0.743 0.720  1.440
Cl -0.583 -0.988 2.395  -0.219
C -0.765 -1.832 -0.291  -0.691
N -2.143 -1.779 -0.818  -0.511
C -2.616 -1.188 0.449  -0.687
H -1.351 1.400 0.908  0.324
H -1.224 0.796 -0.761  0.532
H 0.221 0.856 0.282  1.121
H 0.017 -1.571 -1.013  0.204
H -0.506 -2.774 0.213  0.329
H -2.547 -2.682 -1.042  0.246
H -3.364 -0.394 0.340  0.284
H -2.958 -1.917 1.193  0.324

Frontier orbital gap: 8.03 eV
E_LUMO: -0.00166 Ha
SMILES: Nn1cnc(=S)o1.CC1(Cl)CNC1
HOMO level: -8.1 eV
Energy: -1387.72459 hartree



Entry 6:
H32O16 | the ωB97M-V functional and the def2-TZVPD basis

Each line ends with the Mulliken charge.
CARTESIAN COORDINATES (ANGSTROEM)
O -0.186 -3.286 -1.554  -0.743
H -0.952 -3.802 -1.294  0.316
H 0.091 -2.671 -0.905  0.419
O 1.391 2.784 0.304  -0.719
H 1.479 2.539 1.206  0.484
H 0.667 3.365 0.445  0.187
O 1.128 -0.861 -2.822  -0.746
H 1.776 -1.167 -2.202  0.467
H 0.399 -0.614 -2.276  0.253
O 0.315 -2.631 1.646  -0.562
H 1.255 -2.718 1.825  0.226
H -0.034 -3.537 1.628  0.260
O 2.439 1.512 -1.914  -0.720
H 2.038 1.936 -1.102  0.387
H 1.705 1.091 -2.367  0.305
O 2.595 -2.012 -0.838  -0.645
H 2.471 -1.673 0.035  0.223
H 2.800 -2.949 -0.731  0.312
O -0.985 4.245 0.245  -0.695
H -0.579 4.383 1.131  0.341
H -1.160 3.336 0.171  0.379
O -0.790 2.205 -1.915  -0.588
H -1.596 1.757 -1.556  0.320
H -0.806 1.868 -2.822  0.264
O 2.324 -0.288 1.450  -0.805
H 3.194 0.009 1.508  0.272
H 2.053 -0.751 2.243  0.283
O -2.175 -1.512 -2.563  -0.691
H -1.788 -1.383 -3.446  0.358
H -1.492 -2.052 -2.149  0.345
O -1.287 1.652 1.277  -0.744
H -2.167 1.245 1.235  0.270
H -1.410 2.285 2.003  0.301
O -2.459 -2.625 0.764  -0.645
H -1.894 -1.867 0.776  0.285
H -2.406 -3.036 1.592  0.304
O 1.366 1.849 2.792  -0.623
H 1.732 1.139 2.188  0.474
H 1.971 2.307 3.406  0.249
O -0.133 -0.346 -0.407  1.287
H -0.201 0.583 -0.183  -0.320
H 0.776 -0.413 -0.089  -0.259
O -0.941 -0.460 2.805  -0.734
H -1.031 0.372 2.319  0.620
H -0.419 -0.948 2.190  0.113
O -2.897 0.503 -0.995  -0.705
H -2.697 -0.353 -1.471  0.366
H -3.480 0.989 -1.583  0.275

Frontier orbital gap: 8.87 eV
E_LUMO: -0.02476 Ha
Energy relative to the best compared isomer or geometry (same formula, charge and spin): 5.3089 eV
HOMO level: -9.5 eV
Energy: -1223.00367 hartree



Entry 7:
C5H7N | the ωB97M-V functional and the def2-TZVPD basis

Each line ends with the Mulliken charge.
CARTESIAN COORDINATES (ANGSTROEM)
N -0.174 0.792 -1.581  -0.187
C -0.629 -0.348 -1.739  -0.411
C -0.343 -1.278 -0.584  -0.408
C 0.401 -0.495 0.527  -0.228
C -0.326 0.635 1.225  -0.583
C 0.732 0.892 0.205  -0.306
H 0.259 -2.118 -0.959  0.351
H -1.287 -1.712 -0.229  0.269
H 1.106 -1.098 1.092  0.343
H -0.146 0.803 2.290  0.297
H -1.361 0.815 0.930  0.217
H 0.074 1.748 -1.635  0.308
H 1.695 1.366 0.457  0.336

Frontier orbital gap: 8.90 eV
E_LUMO: 0.04286 Ha
Energy relative to the best compared isomer or geometry (same formula, charge and spin): 4.8953 eV
HOMO level: -7.7 eV
Energy: -249.29334 hartree



Entry 8:
C12H28N4O3P | the ωB97M-V functional and the def2-TZVPD basis

Each line ends with the Mulliken charge.
CARTESIAN COORDINATES (ANGSTROEM)
C -0.573 -3.183 1.834  -0.723
C -1.824 -3.048 2.669  -0.510
O -2.827 -2.185 2.084  -0.399
P -2.892 -0.728 2.720  0.841
O -3.027 -0.678 4.156  -0.816
C -1.361 0.128 2.233  -0.559
C -1.489 1.643 2.308  -0.344
C -0.248 2.385 1.909  -0.976
N 0.054 2.252 0.444  -0.135
C 0.743 1.144 0.091  0.141
N 1.711 0.622 0.850  -0.376
N 0.405 0.548 -1.078  -0.197
O -4.108 0.009 2.033  -0.301
C -4.137 -0.104 0.581  0.253
C -5.316 0.702 0.062  -1.290
H -0.081 -2.235 1.639  -0.032
H 0.129 -3.775 2.401  0.380
H -0.790 -3.634 0.875  0.309
H -2.278 -4.026 2.714  0.397
H -1.612 -2.777 3.695  0.426
H -1.142 -0.198 1.214  0.043
H -0.547 -0.252 2.838  0.636
H -1.686 1.890 3.345  0.437
H -2.368 1.948 1.752  0.275
H -0.434 3.437 2.068  0.464
H 0.609 2.153 2.533  0.383
H 0.589 3.077 0.179  0.351
H 1.309 0.356 1.752  0.351
H 1.976 -0.262 0.418  0.325
H 1.071 0.423 -1.828  0.120
H -0.535 0.187 -1.126  0.138
H -4.226 -1.142 0.290  0.413
H -3.208 0.288 0.170  -0.110
H -6.001 0.078 -0.491  0.351
H -4.977 1.504 -0.573  0.337
H -5.864 1.072 0.918  0.316
C 5.789 -0.342 -4.478  -1.172
C 4.831 0.841 -4.383  -0.591
C 3.816 0.694 -3.243  -0.280
C 2.921 -0.450 -3.442  0.242
N 2.223 -1.348 -3.601  -0.471
H 5.258 -1.269 -4.696  0.365
H 6.510 -0.179 -5.278  0.338
H 6.342 -0.475 -3.547  0.303
H 4.307 0.965 -5.332  0.315
H 5.405 1.753 -4.215  0.342
H 3.215 1.604 -3.175  0.349
H 4.338 0.585 -2.290  0.339

Frontier orbital gap: 8.15 eV
E_LUMO: -0.18204 Ha
HOMO level: -13.1 eV
Energy: -1259.92934 hartree
Net charge: +1